{
  "formula": "C45H46FNO3",
  "method": "wB97M-V/def2-TZVPD",
  "elements": ["C", "C", "C", "F", "O", "C", "O", "O", "C", "C", "C", "C", "C", "N", "H", "H", "H", "H", "H", "H", "H", "H", "H", "H", "C", "C", "C", "C", "C", "C", "H", "H", "H", "H", "H", "H", "C", "C", "C", "C", "C", "C", "H", "H", "H", "H", "H", "H", "C", "C", "C", "C", "C", "C", "H", "H", "H", "H", "H", "H", "C", "C", "C", "C", "C", "C", "H", "H", "H", "H", "H", "H", "C", "C", "C", "C", "C", "C", "H", "H", "H", "H", "H", "H", "C", "C", "C", "C", "C", "C", "H", "H", "H", "H", "H", "H"],
  "xyz": [[-1.81079, -3.07872, 0.52129], [-2.24753, -2.13690, -0.78151], [-1.00945, -1.10374, -1.08272], [-0.68988, -1.22182, -2.54997], [-1.31167, 0.31652, -0.84637], [-1.46193, 0.62754, 0.58396], [-0.63259, 0.10523, 1.49417], [-2.56055, 1.52233, 1.07873], [-3.78412, 0.70482, 0.78016], [-4.46333, 0.95569, -0.68789], [-5.79417, 0.01973, -1.05229], [-6.28515, -1.06533, 0.11028], [-5.40975, -1.09161, 1.49464], [-4.20888, -0.26083, 1.84865], [-2.47578, -4.04109, 0.57595], [-1.98467, -2.41078, 1.46728], [-0.67013, -3.38750, 0.42168], [-2.34669, -2.89437, -1.69562], [-3.29767, -1.63396, -0.66101], [-0.05211, -1.49687, -0.50672], [-3.98197, 1.73603, -1.41483], [-6.29010, 0.14035, -2.10530], [-7.21569, -1.75504, -0.12865], [-5.75580, -1.89297, 2.31000], [0.29086, 0.83227, 6.59053], [-0.62286, 0.45183, 5.60809], [-0.52704, 0.98305, 4.32224], [0.48081, 1.89893, 4.01952], [1.38890, 2.28647, 5.00447], [1.29542, 1.75242, 6.28936], [0.22002, 0.41307, 7.59051], [-1.40986, -0.25994, 5.84452], [-1.23725, 0.68372, 3.55592], [0.55731, 2.31101, 3.01716], [2.17082, 3.00476, 4.77039], [2.00459, 2.05273, 7.05617], [3.79768, 3.50480, 2.00222], [4.84987, 4.40804, 1.85430], [4.73522, 5.47333, 0.96168], [3.56900, 5.63322, 0.21296], [2.52041, 4.72464, 0.35403], [2.63353, 3.66145, 1.24941], [3.88469, 2.67871, 2.70273], [5.75975, 4.28210, 2.43581], [5.55412, 6.17902, 0.84918], [3.47835, 6.46454, -0.48064], [1.61375, 4.84563, -0.23374], [1.81537, 2.95484, 1.36096], [3.42964, -5.50380, 3.28449], [2.64587, -4.37547, 3.52401], [2.29642, -3.53162, 2.47017], [2.73472, -3.81385, 1.17616], [3.52627, -4.93711, 0.93811], [3.87263, -5.78309, 1.99132], [3.69615, -6.16479, 4.10472], [2.30637, -4.15401, 4.53276], [1.68272, -2.65422, 2.65668], [2.46049, -3.15805, 0.35451], [3.87294, -5.15402, -0.06932], [4.48752, -6.65967, 1.80527], [0.70271, -2.48661, -8.11682], [0.24208, -3.56889, -7.36762], [-0.08084, -3.39928, -6.02162], [0.06107, -2.14722, -5.42293], [0.53055, -1.06703, -6.16975], [0.84993, -1.23571, -7.51676], [0.94786, -2.61755, -9.16728], [0.13387, -4.54524, -7.83336], [-0.44305, -4.24220, -5.43892], [-0.19288, -2.01415, -4.37499], [0.64689, -0.09250, -5.70187], [1.21354, -0.39330, -8.09920], [-10.20914, 0.64727, -1.53447], [-11.12286, 0.26683, -2.51691], [-11.02704, 0.79805, -3.80276], [-10.01919, 1.71393, -4.10548], [-9.11110, 2.10147, -3.12053], [-9.20458, 1.56742, -1.83564], [-10.27998, 0.22807, -0.53449], [-11.90986, -0.44494, -2.28048], [-11.73725, 0.49872, -4.56908], [-9.94269, 2.12601, -5.10784], [-8.32918, 2.81976, -3.35461], [-8.49541, 1.86773, -1.06883], [7.60117, 2.29276, 0.80481], [7.82310, 1.30025, 1.75901], [9.11221, 0.81326, 1.97298], [10.17992, 1.31607, 1.22906], [9.95659, 2.30198, 0.26832], [8.66804, 2.79171, 0.05692], [6.59764, 2.67678, 0.64304], [6.99077, 0.90651, 2.33701], [9.28531, 0.04218, 2.71911], [11.18475, 0.93872, 1.39734], [10.78764, 2.68977, -0.31575], [8.49453, 3.56169, -0.69016]],
  "forces_ev_per_a": [[-0.31, 0.86, -0.28], [0.50, -1.29, -0.29], [0.11, -2.08, -0.84], [-0.77, 0.95, 3.60], [-0.93, -0.14, 3.28], [4.07, -2.96, 4.25], [-5.32, 3.41, -6.36], [0.27, -4.40, -2.76], [-2.86, -1.32, -1.41], [-1.79, -3.26, 2.98], [2.74, -0.15, 4.12], [3.60, 3.19, -0.23], [0.02, 1.22, -2.44], [-2.54, 0.82, -5.57], [1.29, 1.92, -0.11], [0.53, -1.53, -1.58], [-2.46, 0.62, 0.29], [0.41, 1.93, 1.74], [2.20, -0.72, -0.06], [-1.91, 1.36, -1.32], [-1.10, -1.75, 1.58], [0.92, -0.36, 2.35], [2.27, 1.56, 0.83], [1.05, 2.15, -1.89], [0.05, 0.09, -0.15], [0.19, 0.16, -0.02], [-0.09, 0.04, 0.17], [-0.03, -0.11, 0.25], [-0.10, -0.10, 0.00], [-0.13, -0.09, -0.09], [0.01, 0.06, -0.12], [0.11, 0.10, -0.05], [0.20, 0.10, 0.26], [-0.06, -0.08, 0.17], [-0.11, -0.08, 0.03], [-0.09, -0.04, -0.11], [-0.04, 0.12, -0.13], [-0.15, 0.05, -0.04], [-0.15, -0.10, -0.01], [0.04, -0.16, 0.12], [0.13, -0.01, 0.09], [0.15, 0.13, -0.02], [-0.02, 0.08, -0.10], [-0.14, 0.03, -0.08], [-0.11, -0.10, 0.02], [0.01, -0.11, 0.09], [0.14, -0.01, 0.10], [0.15, 0.09, -0.05], [-0.03, 0.12, -0.17], [0.04, -0.05, -0.14], [0.07, -0.12, -0.05], [0.04, -0.14, 0.19], [-0.05, 0.01, 0.12], [-0.11, 0.15, 0.05], [-0.03, 0.10, -0.11], [0.04, -0.03, -0.16], [0.08, -0.10, -0.02], [0.06, -0.06, 0.09], [-0.06, 0.03, 0.16], [-0.09, 0.13, 0.02], [-0.03, 0.04, 0.19], [0.00, 0.13, 0.06], [0.08, 0.19, -0.15], [0.02, -0.07, -0.08], [-0.02, -0.15, -0.11], [-0.07, -0.16, 0.09], [-0.02, 0.01, 0.14], [0.01, 0.15, 0.06], [0.05, 0.11, -0.08], [0.09, -0.05, -0.33], [-0.03, -0.16, -0.06], [-0.05, -0.12, 0.08], [0.03, 0.07, -0.18], [0.12, 0.08, -0.04], [0.13, 0.07, 0.11], [-0.04, -0.09, 0.17], [-0.09, -0.12, 0.02], [-0.10, -0.07, -0.11], [0.00, 0.08, -0.12], [0.12, 0.11, -0.04], [0.11, 0.05, 0.12], [-0.02, -0.05, 0.14], [-0.12, -0.10, 0.03], [-0.10, -0.03, -0.09], [0.16, -0.06, -0.02], [0.14, 0.08, -0.07], [0.00, 0.13, -0.12], [-0.20, 0.05, -0.03], [-0.12, -0.04, 0.09], [0.03, -0.14, 0.15], [0.15, -0.08, 0.00], [0.12, 0.06, -0.08], [-0.03, 0.11, -0.11], [-0.13, 0.04, -0.03], [-0.13, -0.06, 0.10], [0.02, -0.11, 0.10]],
  "smiles": "CC[C@@H](F)OC(=O)Oc1ccccn1.c1ccccc1.c1ccccc1.c1ccccc1.c1ccccc1.c1ccccc1.c1ccccc1",
  "lumo_ev": -0.9,
  "homo_lumo_gap_ev": 8.04
}